[1]
83
Properties=species:S:1:pos:R:3:mulliken_charge:R:1 method="wB97M-V/def2-TZVPD" e_homo_ev=-10.32 lumo_energy_ev=-0.21 total_charge=0 max_force_ev_per_a=4.22
Br 14.11 23.81 12.78 -0.0059
Br 16.14 24.91 10.51 -0.0064
Br 14.77 22.00 10.15 -0.0154
P 25.56 21.28 9.71 0.9091
P 17.04 21.48 19.73 0.7768
P 7.42 14.03 14.38 0.9083
O 7.44 13.06 15.67 -0.2537
O 18.43 21.19 20.62 -0.3415
O 8.41 13.74 13.29 -0.7001
O 25.38 19.85 9.30 -0.6814
O 25.68 21.55 11.27 -0.2353
O 16.25 20.04 19.80 -0.3353
O 17.29 22.01 18.34 -0.6936
O 16.17 22.40 20.78 -0.1696
O 7.60 15.50 15.13 -0.3039
O 5.87 14.03 13.87 -0.3071
O 26.98 21.99 9.32 -0.3314
O 24.40 22.35 9.21 -0.2963
C 8.56 16.48 14.78 -0.1981
C 13.94 23.24 21.42 -1.1059
C 23.08 21.91 8.79 -0.1932
C 3.77 12.94 13.24 -1.0909
C 18.75 21.75 21.86 -0.1513
C 8.88 17.25 16.06 -1.0962
C 15.47 23.33 11.44 -0.3126
C 14.71 19.03 21.32 -1.0751
C 14.95 23.07 20.31 -0.3144
C 5.30 12.74 13.59 -0.2702
C 16.16 19.39 21.05 0.0871
C 24.61 21.15 12.11 0.0276
C 8.74 11.42 16.96 -1.3654
C 8.65 12.80 16.38 -0.0638
C 22.99 21.21 7.42 -1.1598
C 19.40 23.18 21.70 -1.1114
C 28.13 21.41 9.78 -0.0777
C 29.16 22.57 9.89 -1.2454
C 24.62 21.87 13.45 -1.3790
H 28.88 23.34 10.61 0.2999
H 22.75 21.23 9.57 0.2035
H 16.76 18.49 21.10 0.3421
H 23.68 21.73 6.76 0.2804
H 24.45 22.94 13.35 0.3168
H 19.40 21.06 22.38 0.4171
H 16.31 22.88 11.95 0.3404
H 9.46 16.02 14.37 0.3164
H 8.04 17.81 16.49 0.2917
H 30.19 22.26 10.09 0.3726
H 15.36 23.94 19.79 0.3850
H 9.48 12.84 15.67 0.3456
H 23.85 21.45 14.11 0.3814
H 16.54 19.99 21.88 0.1110
H 22.43 22.78 8.89 0.4472
H 8.85 13.57 17.12 0.2215
H 9.07 16.54 16.86 0.2513
H 25.50 21.82 14.09 0.3492
H 9.68 11.25 17.49 0.3807
H 23.21 20.14 7.47 0.2763
H 19.80 23.56 22.65 0.3794
H 27.92 20.94 10.74 0.2913
H 14.05 19.90 21.32 0.1376
H 14.41 23.44 22.38 0.2818
H 3.11 13.12 14.09 0.2955
H 14.30 18.36 20.57 0.3162
H 5.87 12.18 12.84 0.3457
H 3.50 12.06 12.65 0.3384
H 7.88 11.16 17.58 0.3323
H 20.17 23.01 20.95 0.3039
H 13.41 22.29 21.53 0.2218
H 14.65 18.52 22.28 0.3563
H 3.70 13.85 12.63 0.3000
H 5.51 12.08 14.44 0.3281
H 9.72 17.94 16.04 0.3615
H 8.80 10.66 16.19 0.3241
H 18.66 23.88 21.30 0.2577
H 28.48 20.65 9.07 0.2828
H 17.86 21.85 22.48 0.2324
H 24.56 20.07 12.25 0.3089
H 23.65 21.42 11.66 0.1357
H 21.96 21.35 7.08 0.4136
H 14.50 22.51 19.50 0.3130
H 29.23 23.13 8.96 0.3034
H 8.12 17.09 14.00 0.3085
H 13.17 23.96 21.17 0.3786

[2]
98
Properties=species:S:1:pos:R:3:mulliken_charge:R:1 method="wB97M-V/def2-TZVPD" e_homo_ev=-9.12 lumo_energy_ev=-1.71 total_charge=0 max_force_ev_per_a=4.57
Br -0.40 2.37 -4.48 -0.1197
Br -3.05 2.35 -0.63 -0.0918
Cu -0.21 -4.00 -0.50 0.6040
V -0.68 3.58 2.12 1.4720
O 4.92 -1.44 -1.08 -0.1799
O -7.49 0.79 1.04 -0.3237
O 1.05 5.15 -2.52 -0.5823
O -6.29 1.73 2.61 -0.3346
O -8.10 0.46 3.24 -0.6204
O -0.39 1.76 2.86 -0.8515
O 2.83 -1.64 -0.23 -0.4549
O 4.56 -2.52 0.89 -0.3054
O -4.97 -3.05 -1.26 -0.3526
O 2.43 5.84 -4.03 -0.6401
O -6.91 -2.14 -0.58 -0.3648
O -6.16 -1.79 -2.67 -0.4957
O 5.72 -1.66 -4.34 -0.5570
O -0.03 -1.97 -0.94 -0.8395
O -1.02 -2.60 1.45 -0.4856
O 3.70 1.13 4.59 -0.3583
O 5.94 1.21 4.23 -0.5920
O 4.36 0.22 -4.47 -0.2362
O -2.60 -5.89 0.72 -0.6085
O 3.62 -1.77 -5.12 -0.3498
O -2.16 4.09 1.94 -0.6810
O 0.20 4.71 2.79 -0.6284
O 0.18 2.46 0.54 -0.7460
O -3.90 -5.74 2.60 -0.3216
O -1.72 -5.40 2.75 -0.3059
O 4.56 2.98 3.74 -0.3636
N 2.08 5.03 -3.15 1.0655
C -2.38 1.91 -2.42 -0.7605
C 5.04 2.80 -2.95 -0.7087
C -1.22 2.91 -2.84 -0.1941
C 4.83 1.73 4.16 0.6273
C 2.90 3.84 -2.89 -0.3366
C -2.26 -5.50 4.15 -0.3231
C -0.11 -0.58 2.42 -1.2629
C -2.69 -5.76 1.95 0.7692
C -5.32 -3.68 -0.03 0.1455
C 3.44 2.26 -1.22 -0.5278
C -0.52 -1.51 1.32 0.1936
C 2.45 3.07 -1.78 0.1830
C -3.68 -5.30 3.97 -0.2361
C 5.96 -2.42 0.74 -0.3973
C 0.10 1.19 0.64 0.2531
C 4.69 -1.11 -4.55 0.6598
C -6.49 -2.86 0.59 -0.1825
C 0.14 0.29 -0.38 0.2359
C 3.14 3.20 3.80 0.0249
C -7.36 0.97 2.36 0.6624
C -5.70 2.23 1.42 0.2665
C -0.13 0.73 2.11 0.9243
C 2.73 -0.80 -5.51 -0.5253
C 2.60 2.04 4.54 0.3006
C 4.01 -1.83 -0.19 0.3745
C 6.17 -2.17 -0.76 -0.3200
C -6.22 1.19 0.44 -0.3401
C 4.11 3.67 -3.54 -0.7947
C 4.67 2.09 -1.83 -0.1389
C -0.14 -1.07 -0.06 0.3771
C 2.93 0.28 -4.54 0.2233
C -6.00 -2.26 -1.62 0.6709
H -3.18 2.15 -3.14 0.5176
H -1.90 -4.75 4.87 0.2996
H 2.50 0.01 -3.59 -0.1270
H 1.66 -1.10 -5.54 0.3554
H -0.14 -0.80 3.52 0.3839
H -6.09 -2.26 1.37 0.2162
H -4.58 2.27 1.47 -0.0783
H -5.60 -4.67 -0.21 0.2063
H -4.42 -5.89 4.52 0.2870
H -0.54 3.01 -2.04 -0.1755
H 1.61 3.32 -1.20 0.5368
H -5.54 0.31 0.41 0.1325
H 5.46 1.44 -1.35 0.1883
H 7.05 -1.55 -0.91 0.3166
H 1.80 1.58 3.97 -0.3399
H -6.48 1.55 -0.55 0.3782
H -6.15 3.18 1.12 0.1904
H 6.35 -1.60 1.31 0.2850
H 6.14 -3.13 -1.31 0.2652
H -1.70 3.84 -2.91 0.6134
H 6.47 -3.36 1.05 0.3086
H 2.75 1.27 -4.83 0.2936
H 2.35 2.29 5.56 0.2880
H -7.39 -3.48 0.89 0.3038
H 2.66 3.27 2.82 0.0372
H 0.13 0.60 -1.36 1.2596
H 4.25 4.31 -4.35 0.6209
H 5.95 2.71 -3.48 0.4602
H -1.94 -6.50 4.47 0.2672
H 2.94 4.05 4.42 0.2903
H 2.94 -0.50 -6.53 0.3114
H 3.26 1.65 -0.36 0.4758
H -4.48 -3.68 0.66 -0.1784
H -3.87 -4.21 3.99 0.2301
H -2.04 0.86 -2.35 0.3860

[3]
14
Properties=species:S:1:pos:R:3:mulliken_charge:R:1 method="wB97M-V/def2-TZVPD" e_homo_ev=-8.62 lumo_energy_ev=0.31 total_charge=0 max_force_ev_per_a=3.38
S -1.65 -0.36 -0.49 0.2278
O -0.68 1.06 1.71 -0.4013
O -3.43 -0.03 -0.45 -0.6417
N 0.36 -0.47 -0.30 -0.3118
C 1.16 0.50 -1.04 -0.7825
C -1.13 0.48 0.78 0.6992
C 1.12 -1.02 0.76 -0.7374
H 0.62 -1.90 1.26 0.2317
H -3.63 0.95 -0.40 0.3030
H 1.11 -0.19 1.49 0.3324
H 2.16 0.17 -1.39 0.3105
H 0.54 0.72 -1.99 0.2450
H 1.21 1.43 -0.38 0.2929
H 2.23 -1.33 0.43 0.2322

[4]
8
Properties=species:S:1:pos:R:3:mulliken_charge:R:1 method="wB97M-V/def2-TZVPD" e_homo_ev="-7.68 / -7.16" lumo_energy_ev="-0.82 / -0.36" total_charge=0 max_force_ev_per_a=4.03
Sn 1.33 0.44 -0.25 0.5970
O -0.47 1.49 -0.10 -0.6383
O -0.03 -1.00 -0.44 -0.2089
C -1.40 -0.65 -0.41 -0.1728
C -1.45 0.62 0.11 -0.0051
C 0.39 -1.59 0.72 -0.2755
H -2.33 0.92 0.69 0.3227
H -2.15 -1.42 -0.56 0.3810

[5]
7
Properties=species:S:1:pos:R:3:mulliken_charge:R:1 method="wB97M-V/def2-TZVPD" e_homo_ev="-8.02 / -9.96" lumo_energy_ev="0.49 / -3.81" total_charge=0 max_force_ev_per_a=2.58 multiplicity=3
Cl -0.82 1.59 1.14 -0.0336
Cl 1.73 1.37 -0.19 -0.1442
Cl 0.62 -1.45 1.55 -0.0967
Cl -1.82 -1.48 -0.17 -0.1193
P 0.74 -0.09 -1.04 0.1312
C -0.30 -0.78 0.26 0.1799
H -0.15 0.85 -1.55 0.0827

[6]
13
Properties=species:S:1:pos:R:3:mulliken_charge:R:1 method="wB97M-V/def2-TZVPD" e_homo_ev=-8.04 lumo_energy_ev=0.70 total_charge=0 max_force_ev_per_a=0.45 smiles=Cc1ncc(O)[nH]1
O 1.46 1.74 -1.54 -0.5270
N 0.62 -0.19 -0.54 -0.0934
N -1.03 0.52 0.74 -0.6035
C -0.47 1.60 0.08 -0.4038
C -0.37 -0.54 0.36 0.4325
C 0.55 1.16 -0.70 0.4141
C -0.58 -1.93 0.86 -1.0097
H -0.64 -2.67 0.06 0.3143
H 0.22 -2.23 1.55 0.2584
H -1.52 -1.94 1.42 0.2830
H 1.19 -0.80 -1.11 0.2196
H 1.45 2.69 -1.38 0.3315
H -0.85 2.60 0.21 0.3840

[7]
18
Properties=species:S:1:pos:R:3:mulliken_charge:R:1 method="wB97M-V/def2-TZVPD" e_homo_ev=-9.25 lumo_energy_ev=0.71 total_charge=0 max_force_ev_per_a=0.23
C -0.55 0.88 -1.35 -0.4256
C 0.16 -0.18 0.37 1.7227
C -0.19 -0.48 -1.10 -0.9818
C -0.98 -0.37 1.36 -1.5722
C 0.23 1.35 -0.13 -0.8218
C 1.47 -0.77 0.89 -1.6997
H -1.57 1.20 -1.46 0.3003
H 0.57 -0.99 -1.68 0.3209
H 2.28 -0.65 0.16 0.4227
H -1.13 -1.43 1.58 0.3597
H -0.75 0.14 2.31 0.3760
H -0.22 2.11 0.53 0.2795
H -1.92 0.04 0.97 0.3892
H 1.35 -1.84 1.10 0.3832
H -1.05 -0.69 -2.34 0.1410
H 1.27 1.62 -0.33 0.3080
H -0.76 0.30 -2.75 0.1348
H 1.78 -0.28 1.82 0.3631

[8]
21
Properties=species:S:1:pos:R:3:mulliken_charge:R:1 method="wB97M-V/def2-TZVPD" e_homo_ev=-13.93 lumo_energy_ev=-2.94 total_charge=+1 max_force_ev_per_a=6.32
N -1.59 -0.37 0.08 -0.2375
N -0.67 -2.54 0.20 -0.3367
N 0.58 -0.45 0.37 -0.1023
C 0.62 2.29 -1.41 -0.9266
C 1.74 -1.04 0.93 -1.0591
C -0.58 -1.22 0.17 0.7619
C -0.28 2.78 -0.26 -1.0366
H 0.59 1.31 -1.70 0.4292
H -2.54 -0.63 -0.09 0.2094
H 0.81 0.50 0.08 0.0787
H 1.75 -2.04 1.06 0.4683
H 2.01 -0.46 1.86 0.2915
H 0.44 2.91 -2.39 0.2952
H -1.49 -3.10 0.11 0.2163
H -0.13 3.72 -0.01 0.5007
H -0.11 2.31 0.78 0.2987
H -1.34 2.75 -0.48 0.2830
H 1.72 2.55 -1.25 0.3004
H -1.54 0.58 0.25 0.1205
H 2.58 -0.60 0.32 0.2528
H 0.12 -3.19 0.31 0.1920

[9]
36
Properties=species:S:1:pos:R:3:mulliken_charge:R:1 method="wB97M-V/def2-TZVPD" e_homo_ev=-0.93 lumo_energy_ev=4.57 total_charge=-2 max_force_ev_per_a=0.53
Pt 0.14 -0.81 2.02 0.7156
S 0.64 1.46 2.31 -0.6109
S -2.08 -0.29 1.65 -0.6063
S 2.38 -1.31 2.34 -0.5033
S -0.39 -3.04 1.76 -0.6203
O 1.85 -0.50 -4.64 -0.6655
N 3.51 3.73 2.75 -0.5945
N 0.03 1.31 -0.83 -0.3003
N 5.65 0.32 2.88 -0.5697
N 1.40 2.23 -2.51 0.1214
N 0.92 0.00 -2.56 -0.6347
C -2.12 -3.04 1.50 0.4660
C -4.16 -4.31 1.12 -0.4946
C 1.56 0.27 -3.74 0.4764
C 3.02 2.69 2.64 -0.0716
C 1.85 1.78 -3.80 -0.4265
C -2.79 -4.25 1.33 -0.6557
C 0.88 3.57 -2.34 -0.9685
C -4.24 -1.91 1.24 -0.6487
C 2.37 1.42 2.49 0.4613
C 4.51 0.31 2.72 -0.0523
C 3.09 0.27 2.52 0.6006
C -2.86 -1.85 1.45 0.5773
C -4.89 -3.12 1.07 -0.4866
C 0.78 1.14 -1.92 0.3502
H -5.96 -3.15 0.91 0.3069
H -0.22 0.46 -0.32 0.1262
H -0.05 3.73 -2.90 0.3260
H 0.70 3.78 -1.29 0.2907
H -2.21 -5.17 1.37 0.3488
H -4.80 -0.98 1.20 0.3323
H 1.63 4.29 -2.69 0.3435
H 1.28 2.25 -4.61 0.2682
H -4.65 -5.26 1.00 0.3048
H 2.92 1.97 -3.97 0.2483
H 0.31 2.02 -0.17 0.2454

[10]
33
Properties=species:S:1:pos:R:3:mulliken_charge:R:1 method="wB97M-V/def2-TZVPD" e_homo_ev="-13.98 / -14.02" lumo_energy_ev="-3.70 / -6.92" total_charge=+1 max_force_ev_per_a=1.77 multiplicity=2
O 2.92 0.46 -1.34 -0.6132
O -1.94 -2.31 2.10 -0.6091
O -0.26 -2.89 -1.61 -0.5983
O 1.69 2.90 -2.30 -0.6064
N -1.65 1.21 0.53 -0.0788
C -0.49 0.61 0.89 -0.1728
C -0.07 0.48 2.18 -0.3774
C 1.29 0.08 2.61 -0.4765
C -1.98 1.37 -0.93 -0.4151
C -1.60 0.12 -1.67 0.0192
C 1.61 -1.45 2.49 -1.0732
C -0.58 0.14 -2.52 -0.4924
H -1.45 2.29 -1.19 0.2865
H 3.53 1.23 -1.26 0.3425
H 0.83 2.79 -2.68 0.2844
H -0.08 -0.69 -2.99 -0.0173
H -3.06 1.48 -0.96 0.2890
H -1.52 -1.68 1.50 0.2894
H -1.08 -3.39 -1.50 0.3162
H 2.02 0.50 1.92 0.2256
H -0.75 0.61 3.00 0.4650
H -1.91 1.99 1.12 0.3075
H 1.60 2.35 -1.52 0.3231
H 1.50 0.47 3.61 0.3859
H 0.14 0.38 0.03 0.5322
H 1.23 -1.77 1.51 0.3047
H 2.69 -1.58 2.43 0.3576
H -0.19 1.03 -2.99 0.2220
H 3.22 -0.16 -0.66 0.2944
H -2.12 -0.78 -1.38 0.3243
H 1.17 -2.12 3.23 0.3170
H -0.24 -2.64 -2.53 0.3116
H -1.66 -2.14 3.02 0.3323

[11]
18
Properties=species:S:1:pos:R:3:mulliken_charge:R:1 method="wB97M-V/def2-TZVPD" e_homo_ev=-3.80 lumo_energy_ev=3.77 total_charge=-1 max_force_ev_per_a=2.34
O 3.59 -0.09 -0.44 -0.7607
O 1.83 -1.40 -0.93 -0.7267
C 2.08 -0.59 1.30 -0.7608
C -1.56 0.79 -1.62 -1.2676
C -1.56 0.40 0.83 -1.2998
C -1.07 -0.18 -0.52 0.3353
C 2.53 -0.71 -0.15 0.6062
H 1.59 0.38 1.43 0.1108
H -0.96 1.30 0.99 0.3167
H 2.92 -0.69 1.98 0.3284
H -1.40 1.83 -1.32 0.3041
H 1.34 -1.38 1.48 0.2324
H -2.60 0.73 0.82 0.3996
H -1.11 0.50 -2.57 0.3488
H -1.60 -1.12 -0.68 0.2870
H -2.65 0.72 -1.74 0.3418
H 0.01 -0.21 -0.51 -0.1067
H -1.36 -0.27 1.66 0.3113

[12]
10
Properties=species:S:1:pos:R:3:mulliken_charge:R:1 method="wB97M-V/def2-TZVPD" e_homo_ev=-10.51 lumo_energy_ev=1.30 total_charge=0 max_force_ev_per_a=2.52 smiles=C#C.C#C.N#N
N -0.40 -2.64 0.44 -0.1200
N 0.47 -2.38 -0.20 0.1139
C -2.43 0.02 0.21 -0.3502
C 1.82 1.43 0.29 -0.4436
C 2.10 0.44 -0.34 -0.2915
C -1.53 0.63 -0.29 -0.3338
H 1.56 2.30 0.85 0.3519
H 2.35 -0.44 -0.89 0.4014
H -3.24 -0.53 0.65 0.3625
H -0.70 1.16 -0.72 0.3094

[13]
22
Properties=species:S:1:pos:R:3:mulliken_charge:R:1 method="wB97M-V/def2-TZVPD" e_homo_ev="-14.53 / -14.08" lumo_energy_ev="-7.11 / -8.23" total_charge=+1 max_force_ev_per_a=1.48 multiplicity=2
O -0.02 1.75 0.20 -0.6151
O -3.34 0.65 -0.77 -0.6092
O 3.67 0.77 0.09 -0.6177
O 1.66 0.61 1.64 -0.5201
O -2.62 -1.48 0.12 -0.4827
N 0.25 -1.52 0.41 -0.5783
N 1.06 -0.33 -1.46 -0.1235
C -0.02 -1.09 -0.93 -0.0426
H -0.26 -1.92 -1.61 0.3913
H 2.01 -0.37 -1.09 0.2779
H -3.46 -1.94 0.32 0.3361
H -3.17 -0.21 -0.26 0.4120
H -4.28 0.64 -1.01 0.3114
H 4.04 1.67 0.17 0.3689
H 2.98 0.89 0.79 0.3260
H 1.74 0.71 2.61 0.2916
H 0.67 -0.74 0.91 0.2978
H -0.82 1.88 0.71 0.3360
H 0.78 0.63 -1.68 0.3383
H 0.66 1.49 0.89 0.3876
H -0.89 -0.41 -0.88 0.1863
H -0.65 -1.69 0.84 0.3281

[14]
96
Properties=species:S:1:pos:R:3:mulliken_charge:R:1 method="wB97M-V/def2-TZVPD" e_homo_ev="-7.02 / -7.30" lumo_energy_ev="-0.29 / -0.29" total_charge=0 max_force_ev_per_a=0.66 multiplicity=2
Ir -0.51 0.29 0.42 2.4240
P 0.28 3.19 -0.41 2.0024
O 3.21 1.12 1.05 -0.5812
O -3.73 -3.80 -0.59 -0.4215
O 1.22 1.80 0.25 0.0795
O 2.53 -2.66 1.19 -0.5281
O 2.22 -5.30 -2.22 -0.4002
N -2.01 2.20 -1.35 0.4752
N 0.65 -3.64 -1.03 -0.1345
N -1.40 -2.79 -0.45 -0.0080
N 0.47 -1.39 -0.44 -0.7647
N -0.43 -0.80 6.71 -0.5121
N -0.58 0.60 2.52 -0.3695
N -3.12 2.60 5.46 -0.5481
C 0.51 -5.00 -0.68 0.1342
C 1.34 -7.24 -1.06 -0.4717
C -1.68 3.25 -2.23 -0.8226
C -0.55 4.03 0.97 0.9404
C -2.36 1.77 5.23 0.0240
C 4.22 3.84 0.32 -0.5366
C -1.90 5.05 3.17 -0.5457
C 2.27 -0.47 -1.76 -0.2603
C 2.55 1.96 0.51 0.0582
C -1.75 4.72 0.79 -0.5404
C -0.36 -5.49 0.29 -0.2641
C -2.01 4.57 -4.18 -0.6042
C 4.18 -1.69 -0.19 -0.7428
C 3.60 -0.29 -2.06 -0.9627
C -3.72 -2.49 -0.19 1.2942
C -3.45 0.11 0.65 -0.4114
C -0.87 -0.09 5.91 0.0323
C -0.08 -2.57 -0.61 0.7993
C -1.40 0.77 4.92 -0.1252
C 3.20 -6.11 -2.84 -1.0242
C 1.37 -5.89 -1.34 0.7573
C -2.48 3.60 -3.30 -0.8298
C -0.40 -6.86 0.56 -1.2379
C -0.70 4.38 3.34 -0.8057
C 1.86 -1.26 -0.68 -0.1776
C 0.44 -7.73 -0.11 -0.7576
C -2.42 5.23 1.89 -0.8769
C 2.84 -1.85 0.13 0.8357
C -4.99 -4.44 -0.74 -1.0331
C -0.76 5.15 -3.99 -0.9441
C 4.57 -0.91 -1.27 -0.7419
C -4.71 -0.46 0.57 -1.0786
C -4.86 -1.78 0.14 -0.5115
C -2.28 -0.59 0.29 -0.8532
C 2.10 5.45 -0.57 -0.8042
C -0.97 0.65 3.61 0.5982
C 3.37 5.98 -0.37 -0.8808
C 1.90 4.09 -0.37 0.1830
C -1.02 1.80 -0.53 -1.3041
C 4.43 5.18 0.05 -0.6801
C -2.45 -1.91 -0.11 0.2992
C -0.46 3.87 -1.97 0.5779
C 2.95 3.32 0.10 -0.0396
C -0.02 3.87 2.25 -0.3425
C 1.81 -2.06 2.27 -0.5488
C 0.01 4.80 -2.89 -0.8223
H -4.78 -5.44 -1.11 0.2791
H 5.41 5.62 0.21 0.4146
H 5.00 3.20 0.71 0.5307
H -0.30 4.23 4.34 0.4782
H 3.89 0.32 -2.90 0.4555
H 3.53 7.04 -0.52 0.4304
H 4.91 -2.16 0.45 0.5090
H -2.44 5.42 4.03 0.4046
H -1.72 -3.70 -0.75 0.5288
H 3.80 -5.45 -3.46 0.2640
H 2.74 -6.88 -3.46 0.3568
H -0.39 5.88 -4.70 0.4373
H -5.51 -4.51 0.22 0.3783
H -5.61 -3.90 -1.46 0.3851
H -0.99 -4.83 0.85 0.5394
H 1.49 -0.01 -2.36 0.4723
H 2.00 -7.92 -1.57 0.4302
H -5.84 -2.23 0.09 0.4277
H 5.62 -0.78 -1.49 0.4399
H 2.16 -1.04 2.45 0.2100
H -2.16 4.85 -0.20 0.3604
H -3.35 5.77 1.75 0.4469
H 1.58 -3.41 -1.37 0.6074
H 0.90 3.32 2.40 0.2339
H 3.84 -6.59 -2.09 0.4231
H -2.61 4.85 -5.03 0.4100
H 0.98 5.25 -2.77 0.6064
H 1.28 6.10 -0.84 0.7269
H -1.08 -7.23 1.31 0.4055
H -5.58 0.11 0.86 0.4395
H 2.00 -2.67 3.14 0.3750
H 0.74 -2.03 2.07 0.0890
H -3.36 1.13 1.02 0.5468
H -3.43 3.11 -3.47 0.4778
H -2.84 1.65 -1.48 0.4258
H 0.41 -8.79 0.10 0.3887

| no. | total energy (eV) |
| --- | --- |
| 1 | -283019.07619 |
| 2 | -298884.20987 |
| 3 | -19640.97809 |
| 4 | -13062.63832 |
| 5 | -60428.31850 |
| 6 | -9272.93074 |
| 7 | -6410.56616 |
| 8 | -8838.08995 |
| 9 | -70787.97967 |
| 10 | -17270.18858 |
| 11 | -9459.72456 |
| 12 | -7189.33945 |
| 13 | -14467.30236 |
| 14 | -81080.46543 |